Record 1
{"formula": "C23H48Br2F3NO7PS2", "method": "wB97M-V/def2-TZVPD", "symbols": ["C", "C", "P", "C", "C", "N", "C", "C", "C", "F", "Br", "C", "F", "F", "Br", "C", "S", "C", "O", "O", "S", "C", "O", "O", "H", "H", "H", "H", "H", "H", "H", "H", "H", "H", "H", "H", "H", "H", "H", "H", "H", "H", "C", "C", "O", "C", "C", "H", "H", "H", "H", "H", "H", "H", "H", "H", "H", "C", "C", "O", "C", "C", "H", "H", "H", "H", "H", "H", "H", "H", "H", "H", "C", "C", "O", "C", "C", "H", "H", "H", "H", "H", "H", "H", "H", "H", "H"], "positions_angstrom": [[1.57039, 3.05315, 1.29039], [2.61173, 3.12450, 0.02695], [3.18065, 1.45517, -0.67432], [3.21278, 1.36885, -2.56614], [1.89272, 2.19743, -3.13834], [2.48377, 0.04272, 0.12812], [1.62700, -0.64520, -0.89314], [0.59191, -1.78205, -0.36591], [-0.95236, -1.32668, -0.11426], [-1.49640, -0.31525, -1.04479], [-2.06470, -3.00544, -0.46228], [-1.33459, -0.87926, 1.41305], [-0.57019, -1.55608, 2.48518], [-2.77046, -1.30871, 1.61505], [-1.39394, 1.14449, 1.66851], [3.45418, -0.82374, 0.85604], [2.67128, -1.19088, 2.56345], [3.90627, -2.21479, 0.11788], [3.72125, -3.37703, 0.75052], [4.52072, -2.28156, -1.25015], [5.09903, 0.02618, 1.33070], [4.87222, 1.57770, 2.35586], [5.77397, -1.01486, 2.31169], [6.08950, 0.15127, 0.14854], [0.48394, 3.24612, 0.83421], [1.77227, 4.00841, 1.97743], [1.62446, 2.06938, 1.92586], [2.21399, 3.84263, -0.84011], [3.58932, 3.67468, 0.43630], [3.33479, 0.30091, -3.03651], [4.15883, 1.99389, -2.93916], [0.97723, 2.16670, -2.38307], [1.55536, 1.82487, -4.21503], [2.13497, 3.35687, -3.28129], [2.22926, -1.12077, -1.80845], [0.96816, 0.21137, -1.40224], [0.54549, -2.61777, -1.21977], [0.94304, -2.38044, 0.59831], [2.03977, -2.44401, 2.55099], [5.21989, 2.48559, 1.66343], [5.54981, 1.63676, 3.32167], [3.73151, 1.82014, 2.61349], [-1.52834, 4.40072, -6.12434], [-0.14159, 4.79504, -5.64233], [0.88698, 3.91642, -6.09202], [1.05094, 3.80144, -7.50368], [1.38595, 5.11874, -8.18251], [-1.77048, 3.38051, -5.80134], [-2.28161, 5.08609, -5.72234], [-1.60358, 4.42406, -7.21321], [-0.12775, 4.76041, -4.54834], [0.09398, 5.82656, -5.92039], [0.16335, 3.34100, -7.94999], [1.87729, 3.09987, -7.66777], [0.59090, 5.85746, -8.05778], [1.53769, 4.96623, -9.25534], [2.29990, 5.54685, -7.75676], [-0.74803, -0.87706, 5.76857], [0.31928, 0.19459, 5.61584], [-0.21252, 1.49623, 5.38115], [-1.06566, 2.02513, 6.39372], [-0.38807, 2.15609, 7.74725], [-1.38558, -0.91269, 4.87636], [-0.28549, -1.85917, 5.91102], [-1.39729, -0.68685, 6.62539], [0.94128, -0.05117, 4.74930], [0.98906, 0.21011, 6.48072], [-1.98061, 1.42788, 6.46558], [-1.37403, 3.02145, 6.05574], [-0.06460, 1.18879, 8.13852], [-1.07393, 2.60055, 8.47479], [0.50083, 2.79150, 7.67013], [-5.93148, -8.22822, -0.40601], [-4.86418, -7.15657, -0.55873], [-5.39597, -5.85493, -0.79342], [-6.24911, -5.32603, 0.21915], [-5.57152, -5.19507, 1.57267], [-6.56903, -8.26385, -1.29822], [-5.46894, -9.21033, -0.26356], [-6.58074, -8.03801, 0.45081], [-4.24217, -7.40233, -1.42528], [-4.19439, -7.14105, 0.30614], [-7.16406, -5.92328, 0.29100], [-6.55748, -4.32971, -0.11883], [-5.24805, -6.16237, 1.96394], [-6.25738, -4.75061, 2.30021], [-4.68262, -4.55966, 1.49555]], "atomic_forces_ev_per_a": [[-0.63, 1.44, -0.56], [-0.55, 1.65, 0.24], [3.08, -0.29, 1.14], [-0.84, 1.56, -1.51], [-0.34, 0.53, -0.78], [-0.03, 0.16, -2.10], [-1.66, -0.19, -1.49], [0.00, -1.14, -0.52], [0.04, -0.22, -0.33], [1.58, -2.23, 2.37], [0.79, 1.09, 0.05], [-2.05, -0.98, 1.37], [-2.38, 2.07, -3.59], [3.90, 1.36, 0.05], [0.35, -2.44, -0.07], [-0.88, -0.97, -0.04], [-0.18, -0.25, -0.18], [2.49, -6.36, -3.90], [0.08, 6.08, -2.08], [-3.67, 1.94, 6.88], [6.86, -4.15, 0.21], [-0.58, 2.80, -0.21], [-3.02, 3.67, -2.43], [-3.75, 0.85, 3.26], [2.28, -0.83, 1.22], [-0.35, -2.21, -1.33], [-0.17, 1.90, -1.43], [0.58, -1.53, 1.93], [-1.93, -1.46, -1.06], [-0.36, 2.02, 1.37], [-1.91, -1.49, 1.12], [1.87, -0.17, -1.68], [0.62, 0.74, 2.36], [-0.36, -2.53, 0.35], [-0.96, 0.79, 2.38], [1.31, -1.86, 1.25], [0.00, 2.01, 1.90], [-0.71, 1.52, -2.04], [1.12, 1.10, -0.72], [-0.74, -2.16, 1.29], [-1.45, -0.89, -2.10], [2.51, -0.95, -0.51], [-0.08, -0.17, -0.06], [0.00, -0.17, -0.06], [0.04, 0.00, -0.01], [0.02, 0.05, 0.14], [0.04, 0.17, 0.03], [0.05, 0.22, 0.00], [0.11, -0.09, -0.01], [-0.03, 0.09, 0.02], [0.21, -0.15, -0.15], [-0.04, 0.05, -0.08], [-0.04, 0.07, -0.04], [-0.15, 0.08, 0.28], [0.00, -0.06, -0.09], [0.00, -0.01, 0.12], [-0.10, -0.10, -0.07], [-0.21, 0.02, -0.06], [-0.07, -0.12, -0.10], [-0.10, 0.23, 0.04], [0.20, -0.10, -0.16], [0.14, -0.02, 0.10], [0.19, -0.02, 0.15], [-0.03, 0.14, -0.07], [0.05, -0.05, 0.08], [-0.12, 0.27, 0.02], [-0.02, -0.02, 0.09], [0.01, -0.05, 0.09], [0.16, -0.21, -0.15], [-0.10, 0.04, 0.01], [0.05, -0.02, -0.08], [-0.14, -0.05, -0.01], [-0.18, -0.03, -0.05], [-0.12, 0.08, -0.01], [-0.01, 0.01, -0.09], [0.14, 0.01, 0.00], [0.17, -0.01, 0.06], [0.16, -0.01, 0.13], [-0.03, 0.13, -0.05], [0.07, -0.05, 0.03], [-0.11, 0.27, 0.04], [-0.04, -0.04, 0.07], [0.00, -0.06, 0.07], [0.18, -0.23, -0.15], [-0.10, 0.03, 0.03], [0.06, -0.03, -0.09], [-0.15, -0.04, 0.00]], "mulliken_charge": [-0.646, -0.424, -0.150, -0.444, -0.721, 0.693, -0.871, -0.541, 0.375, -0.319, -0.116, 0.462, -0.171, -0.257, -0.056, -0.189, -0.085, 0.243, -0.647, -0.727, 1.168, -0.532, -0.705, -0.609, 0.194, 0.255, 0.071, 0.259, 0.296, 0.353, 0.395, 0.222, 0.144, 0.240, 0.334, 0.178, 0.355, 0.187, 0.149, 0.231, 0.330, 0.060, -1.102, -0.287, -0.322, -0.386, -1.040, 0.301, 0.389, 0.257, 0.331, 0.287, 0.319, 0.320, 0.263, 0.380, 0.289, -1.065, 0.266, -0.299, -0.381, -1.013, 0.200, 0.378, 0.368, -0.276, 0.295, 0.314, 0.302, 0.261, 0.382, 0.280, -1.032, -0.301, -0.421, -0.352, -0.916, 0.277, 0.383, 0.259, 0.338, 0.293, 0.309, 0.324, 0.263, 0.374, 0.206], "e_tot_ev": -219638.52807, "e_lumo_ev": 1.71, "total_charge": -1, "multiplicity": 1}

---

Record 2
{"formula": "C23H48F6N11O4OsS2", "method": "wB97M-V/def2-TZVPD", "symbols": ["Os", "C", "N", "C", "C", "N", "C", "C", "N", "C", "C", "N", "C", "N", "C", "C", "N", "C", "C", "C", "C", "N", "C", "N", "C", "C", "N", "C", "C", "N", "C", "C", "H", "H", "H", "H", "H", "H", "H", "H", "H", "H", "H", "H", "H", "H", "H", "H", "H", "H", "H", "H", "H", "H", "H", "H", "H", "H", "H", "H", "H", "H", "H", "H", "H", "H", "H", "H", "H", "H", "H", "H", "H", "H", "H", "H", "H", "H", "H", "H", "F", "C", "F", "F", "S", "O", "O", "N", "S", "O", "O", "C", "F", "F", "F"], "positions_angstrom": [[0.04026, 0.25879, 0.78304], [-4.00216, -2.19880, -0.58619], [-3.36818, -2.22505, 0.73805], [-4.25914, -2.44414, 1.87567], [-2.00204, -2.06495, 0.79009], [-1.45514, -0.89579, 1.32893], [-2.40752, -0.22526, 2.26238], [-1.74472, 1.00116, 2.89444], [-0.27503, 0.87573, 2.74726], [0.34963, -0.09323, 3.70786], [1.34038, -0.97854, 2.94148], [1.69677, -0.34550, 1.63168], [3.01764, -0.49282, 1.22579], [3.77939, -1.45106, 1.81648], [3.35353, -2.84429, 1.86396], [4.99306, -1.08834, 2.55095], [3.59200, 0.26202, 0.31568], [3.13098, 1.55916, -0.14963], [4.87650, -0.11749, -0.30489], [0.39168, 2.19660, 2.88033], [0.01310, 3.05460, 1.67494], [-0.24352, 2.15804, 0.51369], [-0.71987, 2.83546, -0.63044], [-1.67099, 2.32654, -1.39248], [-2.60999, 1.28910, -0.99500], [-1.88878, 2.76796, -2.78344], [-0.27458, 4.07718, -0.86696], [1.12874, 4.47490, -0.77956], [-1.17174, 5.15633, -1.31337], [-1.28920, -3.07043, 0.34085], [-1.94072, -4.30777, -0.13919], [0.15407, -3.15611, 0.21575], [-4.71333, -1.37153, -0.63903], [-4.53854, -3.12873, -0.78373], [-3.24868, -2.05674, -1.36154], [-4.91611, -3.28079, 1.63131], [-4.88510, -1.57764, 2.10008], [-3.69699, -2.73530, 2.76118], [-2.72825, -0.91931, 3.03225], [-3.30266, 0.08097, 1.72061], [-2.01228, 1.14442, 3.94211], [-2.04948, 1.89197, 2.35081], [-0.41837, -0.71113, 4.16899], [0.82485, 0.48282, 4.50035], [0.86576, -1.93717, 2.73579], [2.22724, -1.17804, 3.53486], [2.53170, -3.00246, 1.17173], [3.06062, -3.16588, 2.86728], [4.18222, -3.47382, 1.53748], [5.16528, -0.01581, 2.48143], [5.86771, -1.60684, 2.15501], [4.88151, -1.35642, 3.60351], [2.15048, 1.79999, 0.23339], [3.07756, 1.55310, -1.23819], [3.84782, 2.32024, 0.16660], [5.12289, -1.14515, -0.07180], [5.66477, 0.54497, 0.05240], [4.76885, 0.00185, -1.38148], [1.46433, 2.01402, 2.90943], [0.10157, 2.66941, 3.82035], [0.83492, 3.73340, 1.46200], [-0.86918, 3.66685, 1.86731], [-2.49044, 1.03938, 0.05220], [-2.47486, 0.40115, -1.61450], [-3.62558, 1.66352, -1.13531], [-1.08497, 3.41720, -3.10520], [-2.84633, 3.28192, -2.86218], [-1.89388, 1.87950, -3.40564], [1.75970, 3.60822, -0.62587], [1.28614, 5.20693, 0.01427], [1.41333, 4.93482, -1.72610], [-2.20785, 4.84220, -1.24170], [-0.94983, 5.46352, -2.33454], [-1.01581, 6.00824, -0.65171], [-2.87249, -4.47592, 0.38646], [-1.25736, -5.13052, 0.05237], [-2.11684, -4.23957, -1.21222], [0.64978, -2.28228, 0.62144], [0.42059, -3.25874, -0.83081], [0.48773, -4.04002, 0.75946], [2.33703, -1.74424, -1.38093], [1.79501, -1.65243, -2.62360], [2.59837, -0.91334, -3.35803], [1.65969, -2.86128, -3.09490], [0.13106, -0.77930, -2.43027], [0.43508, 0.11254, -1.25151], [-0.83355, -1.79316, -2.10509], [-0.14756, 0.21152, -3.56128], [-0.19024, -0.36585, -5.11484], [0.47053, -1.63421, -5.15052], [0.13245, 0.69321, -5.99498], [-2.01698, -0.72466, -5.35753], [-2.74165, -0.06710, -4.43223], [-2.37292, -0.31798, -6.55220], [-2.23286, -2.01857, -5.22112]], "atomic_forces_ev_per_a": [[-0.15, 0.71, 0.86], [0.06, -0.07, -0.03], [-0.09, 0.53, -0.23], [0.08, -0.18, 0.01], [-0.24, -0.40, -0.14], [-0.15, -0.20, -0.36], [0.28, 0.04, 0.42], [0.02, -0.17, -0.17], [0.07, -0.23, 0.15], [0.01, 0.10, -0.17], [-0.05, 0.32, 0.03], [0.27, -0.41, -0.14], [0.03, -0.55, 0.19], [-0.40, 0.20, 0.03], [0.02, -0.06, 0.16], [0.28, -0.03, -0.22], [0.10, 0.25, -0.09], [0.05, 0.04, 0.02], [-0.10, 0.06, 0.08], [-0.22, 0.11, -0.30], [-0.13, -0.20, 0.15], [0.14, 0.12, -0.68], [-0.05, 0.07, 0.17], [0.10, -0.03, -0.05], [-0.06, -0.02, 0.03], [-0.01, 0.08, 0.10], [-0.06, -0.01, -0.07], [-0.03, 0.02, 0.01], [0.05, -0.03, 0.00], [-0.05, 0.03, 0.06], [0.01, 0.05, -0.02], [0.12, 0.07, 0.17], [-0.02, -0.01, 0.01], [-0.01, 0.00, 0.01], [-0.01, -0.01, 0.01], [-0.02, 0.02, 0.00], [0.02, 0.01, 0.00], [-0.02, 0.00, 0.01], [0.08, -0.04, 0.08], [-0.02, -0.03, 0.01], [-0.08, -0.12, 0.01], [0.03, 0.07, 0.05], [-0.06, 0.04, -0.05], [0.06, -0.08, 0.04], [0.05, -0.07, 0.03], [0.04, 0.15, 0.03], [0.05, 0.01, 0.02], [0.04, 0.02, -0.01], [0.02, 0.02, 0.00], [-0.01, -0.02, 0.03], [-0.02, -0.02, 0.01], [-0.04, -0.01, -0.02], [-0.05, -0.01, 0.17], [-0.03, -0.02, -0.01], [-0.01, 0.01, -0.05], [-0.01, -0.03, -0.04], [0.03, -0.03, -0.02], [0.03, 0.01, 0.00], [0.01, -0.01, -0.03], [0.00, 0.05, -0.01], [0.01, 0.00, 0.05], [-0.01, -0.01, 0.01], [0.01, 0.01, 0.07], [0.02, 0.00, 0.02], [0.01, 0.00, -0.07], [0.04, -0.05, -0.05], [0.02, 0.03, -0.03], [-0.04, 0.01, 0.00], [0.01, -0.01, 0.02], [-0.01, 0.02, -0.02], [0.01, -0.01, -0.01], [-0.01, 0.02, 0.02], [-0.01, 0.01, 0.00], [0.01, 0.01, 0.00], [-0.01, 0.00, 0.00], [-0.01, -0.01, -0.01], [0.01, 0.03, -0.01], [-0.09, 0.09, -0.05], [-0.02, -0.10, 0.02], [-0.03, -0.01, 0.02], [-0.05, -0.03, -0.03], [-0.07, 0.19, -0.05], [0.02, -0.05, 0.01], [0.02, -0.08, 0.02], [-0.10, 0.50, 0.28], [0.20, -0.29, -0.30], [0.03, -0.07, -0.12], [0.23, -0.31, -0.24], [-0.06, -0.28, 0.05], [-0.03, 0.12, -0.03], [-0.04, 0.20, 0.14], [0.14, 0.06, -0.05], [-0.04, 0.00, 0.01], [-0.04, -0.04, 0.00], [-0.06, -0.02, 0.07]], "mulliken_charge": [2.072, -1.025, 0.358, -1.208, -0.175, 0.496, -0.906, -1.264, -0.128, -1.259, -0.533, 0.751, -0.638, 0.166, -0.821, -1.067, 0.430, -0.900, -1.208, -1.359, -0.602, 0.918, 0.128, 0.039, -0.564, -0.817, 0.266, -1.049, -1.141, 0.249, -1.017, -0.874, 0.378, 0.344, 0.260, 0.379, 0.384, 0.423, 0.647, 0.476, 0.484, 0.251, 0.366, 0.511, 0.287, 0.802, -0.006, 0.349, 0.400, 0.316, 0.389, 0.402, -0.397, 0.513, 0.643, 0.403, 0.440, 0.384, 0.432, 0.432, 0.341, 0.718, -0.214, 0.044, 0.689, 0.354, 0.419, 0.013, 0.109, 0.387, 0.434, 0.330, 0.420, 0.418, 0.378, 0.423, 0.321, -0.678, 0.650, 0.817, -0.061, 0.163, -0.273, -0.176, 1.304, -1.205, -0.828, -0.267, 1.109, -0.567, -0.665, 0.717, -0.220, -0.208, -0.204], "e_tot_ev": -89626.31795, "e_lumo_ev": -9.85, "total_charge": 3, "multiplicity": 1, "de_lowest_kcal_mol": 0.45}

---

no.,maximum force (eV Å⁻¹),frontier orbital gap (eV)
1,8.04,6.398
2,1.12,7.299